{"formula": "C4H12OS", "method": "ωB97M-V with the def2-TZVPD basis set", "symbols": ["H", "O", "H", "H", "S", "C", "C", "C", "H", "C", "H", "H", "H", "H", "H", "H", "H", "H"], "positions_angstrom": [[1.180, 0.498, -2.519], [-2.380, 1.730, 0.400], [2.122, -2.346, 2.098], [2.809, -1.774, 0.561], [1.103, -0.263, 1.201], [-3.248, 0.702, -0.049], [0.821, -0.551, -0.579], [1.218, 0.626, -1.431], [-0.266, -0.631, -0.600], [2.423, -1.459, 1.523], [-4.096, 1.070, -0.630], [3.191, -1.053, 2.191], [1.203, -1.498, -0.915], [0.661, 1.512, -1.130], [2.268, 0.943, -1.327], [-3.645, 0.129, 0.792], [-2.747, 2.275, 1.099], [-2.617, 0.089, -0.686]], "lumo_ev": 0.9, "de_lowest_kcal_mol": 26.7, "homo_lumo_gap_ha": 0.3376, "homo_ev": -8.265, "smiles": "CCSC.CO"}